C58H165B3Cl2N9Ni2O22 | ωB97M-V with the def2-TZVPD basis set

Its spin multiplicity is 5. As for the HOMO-LUMO gap (spin up / spin down): 5.69 / 4.37 eV. The value obtained for the largest force on an atom is 4.68 eV/A. The total energy comes out at -8467.4267 Eh. As for the total charge: +1.

Last column: Mulliken spin population.
CARTESIAN COORDINATES (ANGSTROEM)
O (4.485982, -1.249624, -0.445578)  -0.01
H (3.988443, -0.583410, -0.925388)  -0.01
H (4.705268, -2.007714, -0.992203)  0.00
H (3.919376, -1.477508, 0.295120)  0.00
O (1.055675, -2.264549, 2.367992)  0.00
H (2.002609, -2.361445, 2.243392)  0.00
H (0.791080, -1.472142, 1.895045)  0.01
H (0.561153, -3.017236, 2.035568)  0.00
Ni (1.017748, 1.363116, -0.391081)  1.96
Ni (1.671983, 5.323980, 1.870334)  1.78
B (2.740207, 0.645254, -1.532235)  0.01
H (3.771263, 0.501633, -1.816030)  -0.01
H (2.063291, 0.042410, -2.117560)  0.01
H (2.606830, 0.312854, -0.514414)  0.00
H (2.465456, 1.687767, -1.576037)  0.02
B (3.664847, -1.873409, 2.014236)  0.02
H (4.731251, -1.709320, 2.024721)  0.00
H (3.132787, -0.993426, 1.687429)  0.00
H (3.456177, -2.664904, 1.311219)  0.00
H (3.386085, -2.167391, 3.014290)  0.00
B (0.222853, -0.089582, 0.847474)  -0.23
H (-0.365455, -0.810633, 1.393564)  -0.02
H (-0.240089, 0.880248, 0.750734)  0.07
H (1.179465, 0.077716, 1.317736)  0.03
H (0.333303, -0.470661, -0.155929)  0.07
Cl (-0.581382, 2.404060, -1.791131)  0.06
Cl (1.950900, 3.073083, 1.057931)  0.11
C (4.805521, 1.361839, 3.363722)  0.00
C (3.870514, 0.675554, 4.367067)  0.00
O (4.306234, -0.612518, 4.688194)  0.00
H (4.444055, 2.372853, 3.175858)  0.00
H (4.779616, 0.817501, 2.419730)  0.00
H (5.817209, 1.317549, 3.766991)  0.00
H (2.868707, 0.643885, 3.938729)  0.00
H (3.756905, 1.269541, 5.273920)  0.00
H (4.003990, -1.157755, 3.958155)  0.00
C (1.949861, -4.646601, 4.714946)  0.00
C (0.844491, -4.200419, 5.677159)  0.00
O (-0.191001, -3.691430, 4.865733)  0.00
H (1.676784, -5.460687, 4.043529)  0.00
H (2.800526, -4.955541, 5.322409)  0.00
H (2.260351, -3.751541, 4.175906)  0.00
H (1.298397, -3.542996, 6.418696)  0.00
H (0.472649, -5.118030, 6.133018)  0.00
H (-0.876466, -3.441365, 5.489608)  0.00
C (2.104346, -2.802985, -2.904276)  0.01
O (3.310517, -3.166504, -2.178585)  0.00
C (4.155379, -4.128189, -2.752702)  0.00
C (5.374592, -4.366481, -1.827456)  0.00
N (6.060218, -3.164670, -1.408399)  0.00
C (6.748422, -2.436185, -2.495043)  0.00
C (7.431503, -1.139065, -2.012448)  0.00
O (8.655811, -1.432703, -1.288619)  0.00
C (9.484395, -0.302656, -1.037355)  0.00
H (2.403770, -2.221359, -3.776140)  0.00
H (1.438525, -2.194975, -2.291810)  0.00
H (1.433683, -3.599176, -3.227379)  0.00
H (4.489437, -3.753435, -3.720207)  0.00
H (3.683290, -5.102567, -2.878477)  0.00
H (6.061515, -5.157083, -2.129420)  0.00
H (4.906303, -4.727320, -0.911698)  0.00
H (6.750776, -3.468029, -0.736680)  0.00
H (5.965466, -2.192018, -3.212990)  0.00
H (7.453601, -3.127043, -2.957147)  0.00
H (6.739990, -0.564142, -1.396531)  0.00
H (7.678459, -0.589447, -2.920761)  0.00
H (10.035401, 0.047349, -1.910274)  0.00
H (10.250049, -0.534255, -0.296924)  0.00
H (8.923812, 0.483781, -0.532022)  0.00
C (2.630391, 6.492152, -0.852255)  0.00
O (1.571780, 6.062660, -0.037035)  0.01
C (0.358302, 6.684094, -0.440725)  0.01
C (-0.647835, 6.054990, 0.531837)  -0.01
N (-0.177590, 6.189863, 1.925049)  0.10
C (-1.030469, 5.255874, 2.739925)  -0.02
C (-0.359906, 4.865331, 4.032565)  0.00
O (0.900268, 4.290613, 3.675796)  0.01
C (1.480228, 3.677660, 4.804220)  0.00
H (2.600097, 7.580805, -0.897343)  0.00
H (2.586670, 6.127535, -1.878520)  0.00
H (3.661811, 6.379791, -0.518134)  0.00
H (0.068561, 6.551599, -1.483132)  0.00
H (0.401242, 7.746852, -0.202383)  0.00
H (-0.677002, 4.997625, 0.268735)  0.00
H (-1.649903, 6.476171, 0.450794)  0.00
H (-0.451124, 7.107905, 2.245172)  0.00
H (-1.312142, 4.360393, 2.185975)  0.00
H (-1.965839, 5.733525, 3.031551)  0.00
H (-1.043146, 4.274772, 4.642914)  0.00
H (-0.196486, 5.766679, 4.623291)  0.00
H (1.565433, 4.258917, 5.722361)  0.00
H (2.455530, 3.296183, 4.501963)  0.00
H (0.884924, 2.846364, 5.181929)  0.00
C (-3.657478, 4.257143, -7.257669)  0.00
O (-3.455292, 4.767992, -8.524392)  0.00
C (-2.215631, 5.405981, -8.905074)  0.00
C (-0.994200, 4.545959, -8.974488)  0.00
N (-0.400119, 4.514838, -7.631363)  0.00
C (0.730763, 3.571578, -7.515586)  0.00
C (0.905619, 3.093480, -6.085116)  0.00
O (2.303967, 2.863604, -5.846837)  0.00
C (2.513558, 2.596416, -4.442926)  0.00
H (-2.912511, 3.512546, -6.977163)  0.00
H (-4.664378, 3.851027, -7.161073)  0.00
H (-3.501462, 5.079984, -6.560031)  0.00
H (-2.029496, 6.262148, -8.256679)  0.00
H (-2.440943, 5.719039, -9.924547)  0.00
H (-0.376777, 4.967092, -9.767923)  0.00
H (-1.350195, 3.570585, -9.306179)  0.00
H (-1.065612, 4.451348, -6.874266)  0.00
H (1.668428, 4.033580, -7.824518)  0.00
H (0.451442, 2.734047, -8.154828)  0.00
H (0.391793, 2.147478, -5.914275)  0.00
H (0.461456, 3.831805, -5.417519)  0.00
H (1.998488, 3.322160, -3.813561)  0.00
H (3.533856, 2.768443, -4.100157)  0.00
H (2.241158, 1.578743, -4.163218)  0.00
C (2.979692, -6.360673, 0.434424)  0.00
O (1.593069, -6.091666, 0.528730)  0.00
C (1.259849, -4.940859, -0.291080)  0.00
C (-0.205912, -4.542864, -0.084791)  0.00
N (-0.447752, -4.318464, 1.337086)  0.00
C (-1.744375, -3.755584, 1.598807)  0.00
C (-2.963947, -4.624927, 1.203151)  0.00
O (-2.806091, -5.915362, 1.883316)  0.00
C (-3.363720, -7.036406, 1.232647)  0.00
H (3.608109, -5.649723, 0.970837)  0.00
H (3.318885, -6.304903, -0.599955)  0.00
H (3.245235, -7.359416, 0.780955)  0.00
H (1.412223, -5.100727, -1.358476)  0.00
H (1.898319, -4.103607, -0.009168)  0.00
H (-0.753516, -5.393885, -0.489744)  0.00
H (-0.511814, -3.667551, -0.657813)  0.00
H (-0.437308, -5.249046, 1.729527)  0.00
H (-1.793200, -2.815347, 1.049575)  0.00
H (-1.843168, -3.541336, 2.662968)  0.00
H (-3.053520, -4.763579, 0.125719)  0.00
H (-3.939888, -4.229521, 1.484731)  0.00
H (-3.326356, -7.866148, 1.938509)  0.00
H (-2.801683, -7.384289, 0.365931)  0.00
H (-4.418862, -6.840763, 1.041644)  0.00
C (-0.395149, -6.988142, -3.086680)  0.00
O (-1.183272, -5.848029, -3.323631)  0.00
C (-2.549724, -5.995218, -3.136935)  0.00
C (-3.176235, -4.569113, -2.930285)  0.00
N (-3.639460, -3.902438, -4.150289)  0.00
C (-2.543761, -3.690322, -5.113732)  0.00
C (-1.357128, -2.804363, -4.573646)  0.00
O (-1.746883, -1.402195, -4.445533)  0.00
C (-0.675784, -0.545590, -4.136283)  0.00
H (-0.657745, -7.659354, -3.904375)  0.00
H (-0.537562, -7.465234, -2.117039)  0.00
H (0.667657, -6.755601, -3.153564)  0.00
H (-2.803144, -6.616308, -2.277790)  0.00
H (-2.996725, -6.559326, -3.955513)  0.00
H (-2.488158, -3.967699, -2.336187)  0.00
H (-4.081167, -4.693175, -2.335475)  0.00
H (-4.003197, -2.993592, -3.901716)  0.00
H (-2.853357, -3.241418, -6.057523)  0.00
H (-2.119047, -4.618710, -5.495589)  0.00
H (-0.619813, -2.869478, -5.373800)  0.00
H (-0.893200, -3.228374, -3.683105)  0.00
H (-0.377926, -0.537976, -3.087793)  0.00
H (-1.134769, 0.429125, -4.301718)  0.00
H (0.247802, -0.728631, -4.685456)  0.00
C (-3.627031, 3.657449, 0.446174)  0.00
O (-3.959188, 4.790600, 1.209071)  0.00
C (-5.136753, 4.605353, 2.000133)  0.00
C (-5.150092, 3.561021, 3.093509)  0.00
N (-4.379048, 3.882954, 4.295156)  0.00
C (-4.773793, 3.052402, 5.446813)  0.00
C (-3.822373, 3.233388, 6.586593)  0.00
O (-2.519419, 2.813309, 6.195886)  0.00
C (-1.488983, 3.096146, 7.076387)  0.00
H (-4.445582, 3.498858, -0.255913)  0.00
H (-3.437426, 2.752969, 1.024156)  0.00
H (-2.823020, 3.867494, -0.259182)  0.00
H (-5.976250, 4.423242, 1.329183)  0.00
H (-5.269980, 5.607021, 2.408821)  0.00
H (-4.815015, 2.591219, 2.725655)  0.00
H (-6.185874, 3.407562, 3.396360)  0.00
H (-3.401412, 3.668676, 4.159429)  0.00
H (-4.691487, 2.024642, 5.093205)  0.00
H (-5.791324, 3.282181, 5.762962)  0.00
H (-4.217249, 2.672956, 7.433996)  0.00
H (-3.789105, 4.260131, 6.951006)  0.00
H (-0.521457, 2.799577, 6.671357)  0.00
H (-1.632709, 2.606732, 8.039670)  0.00
H (-1.527575, 4.173950, 7.234333)  0.00
C (6.214174, 4.436403, 4.867647)  0.00
O (7.382747, 4.370969, 4.032947)  0.00
C (7.784032, 5.545947, 3.401461)  0.00
C (8.953692, 5.252671, 2.479748)  0.00
N (8.747722, 4.199347, 1.502432)  0.00
C (7.876466, 4.699760, 0.475603)  0.00
C (7.651353, 3.704935, -0.700209)  0.00
O (7.098180, 2.506440, -0.215048)  0.00
C (5.667257, 2.522733, -0.269746)  0.00
H (6.238159, 5.056308, 5.763891)  0.00
H (6.123186, 3.459170, 5.341821)  0.00
H (5.314170, 4.650966, 4.291417)  0.00
H (8.082616, 6.291927, 4.137966)  0.00
H (6.898296, 5.900040, 2.874021)  0.00
H (9.787666, 4.918638, 3.096999)  0.00
H (9.234021, 6.151795, 1.931038)  0.00
H (8.132762, 3.525286, 1.935520)  0.00
H (8.197772, 5.678582, 0.119575)  0.00
H (6.864093, 4.784988, 0.870495)  0.00
H (8.567865, 3.467086, -1.240142)  0.00
H (7.024893, 4.169774, -1.461517)  0.00
H (5.406753, 1.527646, 0.090881)  0.00
H (5.199217, 2.652327, -1.245577)  0.00
H (5.272956, 3.272125, 0.416573)  0.00
C (-5.422541, 0.663037, 0.889637)  0.00
O (-4.925477, 0.596956, -0.435987)  0.00
C (-3.887857, -0.397487, -0.474868)  -0.01
C (-3.294482, -0.505410, -1.872835)  -0.01
N (-4.182594, -1.297391, -2.783539)  0.00
C (-5.569003, -0.788586, -2.851190)  0.00
C (-6.323243, -1.487573, -4.042266)  0.00
O (-6.020177, -0.863237, -5.281487)  0.00
C (-6.520623, -1.482572, -6.495712)  0.00
H (-4.648947, 0.749284, 1.652667)  0.00
H (-6.049220, -0.206139, 1.089438)  0.00
H (-6.123047, 1.465269, 1.121642)  0.00
H (-4.164688, -1.397847, -0.142090)  0.00
H (-3.136187, 0.044919, 0.178868)  0.01
H (-2.295098, -0.933943, -1.948301)  0.00
H (-3.220735, 0.546420, -2.149077)  0.00
H (-3.808796, -1.128467, -3.706489)  0.00
H (-5.615913, 0.289538, -3.004654)  0.00
H (-6.077802, -1.126598, -1.948429)  0.00
H (-7.387141, -1.471320, -3.805743)  0.00
H (-5.943012, -2.505323, -4.130094)  0.00
H (-6.240393, -0.750130, -7.252742)  0.00
H (-7.596267, -1.658383, -6.509201)  0.00
H (-6.010247, -2.422155, -6.707379)  0.00
C (-7.370189, -6.872785, 1.989362)  0.00
O (-8.004034, -5.534243, 1.980942)  0.00
C (-7.213467, -4.538912, 2.641523)  0.00
C (-7.940472, -3.171540, 2.579288)  0.00
N (-7.173482, -1.965007, 2.696817)  0.00
C (-6.468368, -1.836678, 3.985161)  0.00
C (-5.424278, -0.681579, 4.007267)  0.00
O (-4.251882, -1.100815, 3.356252)  0.00
C (-3.051632, -0.612538, 3.838053)  0.00
H (-6.802592, -6.970334, 1.063934)  0.00
H (-8.145966, -7.638449, 1.983967)  0.00
H (-6.777916, -7.142875, 2.863648)  0.00
H (-6.308177, -4.489015, 2.036494)  0.00
H (-6.994128, -4.836198, 3.667005)  0.00
H (-8.774992, -3.074777, 3.273768)  0.00
H (-8.403721, -3.182783, 1.592690)  0.00
H (-6.552151, -1.957343, 1.900577)  0.00
H (-5.948789, -2.782626, 4.137896)  0.00
H (-7.160933, -1.760415, 4.823384)  0.00
H (-5.213079, -0.534052, 5.066374)  0.00
H (-5.787184, 0.278954, 3.641508)  0.00
H (-2.909531, -0.459555, 4.907873)  0.00
H (-2.881606, 0.380524, 3.422080)  0.00
H (-2.237315, -1.282923, 3.563154)  0.00

Force components x, y, z for each atom (eV/Å):
1.001 1.246 0.320
-0.598 1.244 -1.101
0.945 -1.855 -0.720
-0.553 -0.786 1.552
-0.490 0.225 1.819
1.882 -0.369 0.061
-0.531 1.379 -0.567
-1.277 -2.339 -0.785
-0.597 0.931 -1.210
-0.972 -1.765 -0.489
-0.207 -0.460 -0.517
3.561 0.097 -1.315
-2.322 -2.149 -2.335
-0.120 -1.394 4.160
-0.938 4.363 -0.431
0.803 0.082 0.323
3.730 0.620 0.009
-1.888 3.505 -1.023
-0.924 -3.353 -2.525
-1.326 -1.282 3.350
-0.135 -0.653 0.485
-2.763 -1.757 1.757
-2.536 3.925 0.168
3.666 0.337 1.755
0.626 -1.792 -4.031
0.594 -0.069 0.685
0.195 1.472 0.632
-0.431 -0.486 0.418
-0.023 0.512 -0.581
0.022 0.274 0.691
0.295 0.254 -0.018
0.051 -0.031 0.006
0.055 0.361 -0.155
-0.355 -0.073 -0.202
0.324 -0.018 0.303
0.237 -0.449 -0.120
0.244 0.679 0.765
0.954 -2.044 -1.267
-0.388 0.879 0.458
-0.208 0.174 0.016
0.136 -0.151 -0.127
0.138 -0.234 -0.281
-0.471 0.421 -0.003
-0.029 0.079 0.648
-0.421 0.146 -0.233
0.587 0.127 -0.113
-1.272 0.179 0.589
1.173 -0.042 -0.413
-1.387 0.019 0.753
0.109 0.690 -0.399
0.015 -0.221 0.924
0.889 -0.852 -0.165
-0.727 -0.141 -0.418
-0.156 0.048 0.698
-0.128 0.056 -0.126
0.614 0.236 0.396
0.578 -0.766 -0.035
-0.032 -0.191 -0.390
-0.314 -0.042 -0.151
-0.141 -0.092 -0.757
0.073 -0.266 0.185
0.107 0.364 0.354
0.182 0.270 -0.208
0.333 0.267 -0.366
0.078 0.164 0.097
0.042 0.338 -0.012
-0.378 0.117 -0.331
-0.060 -0.699 -0.071
-0.260 0.359 -0.454
1.445 1.678 -1.225
0.942 -0.333 -0.212
-1.489 0.233 1.971
-0.020 0.131 -1.379
-0.736 -1.565 0.166
-0.529 -0.111 1.018
-0.122 1.309 -0.787
-0.533 0.607 0.608
1.030 -1.331 0.755
-0.360 0.269 -0.249
-0.357 -0.344 0.154
-0.325 -1.075 0.778
0.391 -0.389 0.036
0.340 0.290 -0.326
-0.191 -0.130 0.171
-0.030 -0.062 -0.215
0.602 0.435 0.127
0.309 0.136 -0.307
-0.165 0.158 -0.347
0.354 -0.795 -0.197
0.307 0.205 0.209
0.177 1.021 -0.405
-0.055 0.024 0.105
-0.185 -0.339 -0.744
0.985 0.580 0.819
0.126 -0.051 -1.753
-1.489 -0.015 -0.238
-0.896 -0.128 1.482
1.495 0.164 -0.724
-1.157 0.100 0.211
0.597 -0.508 -0.403
-0.246 0.410 1.391
0.123 0.410 -0.222
-0.099 -0.529 -0.075
0.123 0.078 -0.171
-0.336 0.139 0.633
-0.012 0.248 0.021
-0.082 0.365 0.148
0.618 -0.058 0.411
0.228 -0.457 -0.174
-0.070 -0.234 -0.296
-0.066 -0.010 -0.235
0.666 -0.345 -0.198
-0.306 -0.081 0.035
0.307 0.226 0.374
-0.751 -0.098 -0.064
0.461 -0.266 -0.868
-0.253 0.015 -0.049
0.411 -0.048 -0.358
-0.208 0.710 -0.847
-0.234 0.438 0.673
0.837 -0.960 -0.047
0.179 -0.271 -0.270
-1.693 0.150 0.038
0.360 -1.405 0.326
0.580 1.075 -0.499
-0.268 0.005 0.716
-0.212 0.294 0.344
-0.114 -0.079 -0.334
-0.527 -0.006 0.203
0.204 -0.471 -0.100
0.269 0.102 0.119
-0.599 -0.032 0.084
0.353 0.136 -0.124
0.276 -0.114 0.659
-0.245 0.246 0.030
0.175 0.029 0.073
0.397 -0.209 -0.258
0.146 0.511 0.391
0.019 0.075 0.169
-0.067 0.399 -0.399
-0.068 -0.158 -0.515
-0.288 -0.310 -0.887
1.386 0.839 0.742
-1.161 0.937 0.171
-0.746 -0.998 -0.499
1.170 -0.705 -1.112
0.750 0.998 0.750
-0.815 0.111 -1.327
0.378 -2.127 0.023
-0.612 0.622 0.349
0.338 -0.742 0.189
-0.418 0.037 0.181
-0.104 0.353 -0.174
0.330 0.044 0.600
-0.215 0.286 -0.521
0.316 0.034 0.110
-0.001 -0.065 0.225
-0.034 -0.114 0.342
-0.639 0.448 0.259
0.088 -0.339 0.624
0.427 0.159 -0.067
-0.203 0.234 0.361
-0.140 -0.349 0.429
0.709 0.300 -0.203
-0.137 0.037 -0.593
-0.642 0.084 -1.281
0.622 -0.257 0.982
0.068 0.992 -0.344
0.597 -0.354 0.373
-0.250 0.765 0.481
0.636 0.234 -1.194
0.188 0.104 0.687
-0.735 -0.841 -1.285
-0.280 0.664 0.777
-0.379 -0.639 0.099
0.126 0.005 0.027
0.519 0.127 0.547
-0.134 -0.207 -0.188
-0.285 -0.135 0.365
-0.119 -0.172 -0.354
-0.137 0.182 -0.026
0.139 0.032 -0.285
-0.403 -0.557 0.444
0.009 -0.024 -0.049
0.280 -0.467 0.199
0.059 0.412 -0.274
-0.270 -0.073 -0.121
0.061 -0.118 0.164
0.543 0.320 0.373
0.731 -0.824 -0.037
-0.608 -0.944 1.335
-0.514 0.441 -0.021
0.470 -0.443 0.443
-0.565 0.111 -0.258
-0.907 -0.672 -1.643
1.027 0.798 0.314
-0.886 0.155 -0.731
0.556 -0.859 0.895
0.569 0.895 -0.338
-0.109 -0.302 -0.548
-0.100 0.113 -0.188
0.040 0.273 0.078
-0.028 0.576 -0.408
0.121 0.313 0.165
0.145 0.147 0.258
0.558 -0.785 0.488
0.083 -0.021 -0.169
-0.435 0.618 0.160
0.310 -0.108 0.343
-0.413 0.103 0.031
-0.380 0.133 0.088
0.470 0.142 -0.347
-0.194 0.079 0.104
-0.761 -0.384 0.063
-0.249 -0.204 0.520
1.023 0.548 -0.299
-1.543 0.200 -0.354
0.035 1.166 0.391
-0.184 -1.344 -1.259
1.008 0.221 0.323
-0.440 0.188 -0.341
0.817 0.681 0.903
0.400 -0.319 -0.125
0.311 -0.372 0.188
0.135 0.583 -0.958
-0.555 0.015 0.405
0.532 -0.582 0.267
-0.088 -0.085 0.520
0.179 0.213 -0.620
0.382 -0.028 -0.266
-0.164 0.154 0.290
-0.143 0.470 0.048
-0.228 -0.061 -0.262
-0.402 -0.411 0.373
-0.230 -0.213 -0.159
-0.110 0.166 0.261
0.089 -0.154 0.137
-1.015 0.970 -0.407
0.392 -1.331 0.983
-0.333 -0.092 -0.461
-0.942 -0.746 -0.494
0.167 0.444 0.276
0.670 0.092 -1.332
-0.574 -1.144 1.031
-0.512 -0.925 -0.101
1.034 0.840 -0.125
0.258 -0.042 0.119
-0.328 0.332 -0.239
0.273 0.726 0.138
0.607 0.418 0.320
0.172 -0.155 0.071
-0.004 -0.526 0.259
-0.103 0.164 -0.126
0.568 0.284 0.261
0.616 0.083 0.480
-0.328 0.364 -0.231
0.208 0.138 0.268
-0.279 -0.016 -0.392
-0.830 -0.318 0.499
0.396 0.256 -0.300
-0.081 0.025 -0.412